A structure of composition C45H45CuN2O2P2Te4 at a distorted geometry. Source: the Open Molecules 2025 dataset; level of theory: ωB97M-V with the def2-TZVPD basis set.

```
101
Properties=species:S:1:pos:R:3:mulliken_spin:R:1
Te 3.46708 0.10253 0.08653 0.02
Te 4.94030 -2.02148 -0.57842 0.02
Te 3.55913 -3.84448 0.96827 0.04
Te 1.23056 -3.08123 -0.08954 0.78
Cu 0.45182 0.08467 -0.05333 0.02
P -2.09636 1.49706 -0.13010 0.00
P -1.84074 -2.34014 -0.01845 -0.06
O 0.36935 0.56334 1.79216 0.00
O -3.97599 -0.54854 0.18304 0.00
N 2.57747 5.48284 0.51749 0.00
N 1.59644 3.25632 -0.08260 0.00
C 1.90858 3.24833 1.34096 0.00
C -6.08535 0.60579 0.15821 0.00
C -4.23499 -4.09652 -0.06882 0.00
C 1.20614 5.69718 -0.05660 0.00
C -1.32001 -4.59857 -1.83487 0.05
C -3.91376 1.74721 -0.04488 0.00
C -1.27495 -5.08980 3.00792 0.03
C -1.60264 -4.50323 1.79654 0.07
C -6.45511 -3.19085 0.10359 0.00
C -1.68399 1.90806 -1.84990 0.00
C -0.46308 -4.40932 3.90140 0.01
C 3.43728 4.84805 -0.53775 0.00
C -5.61009 -4.27661 -0.03398 0.00
C -7.85345 -0.74062 -0.95974 0.00
C -1.78568 -4.36366 -4.18969 0.00
C -2.12977 -3.03146 -3.98508 0.00
C 0.03270 1.77878 -3.58592 0.00
C -5.97230 3.01860 -0.00498 0.00
C -0.93015 1.89674 -4.58613 0.00
C -0.80203 0.82507 2.12120 0.00
C -6.88397 -0.68790 0.23458 0.00
C -0.00206 -3.14899 3.56936 0.05
C -1.34983 2.03088 1.35124 0.00
C -0.56646 1.20643 3.56723 0.00
C -7.69038 -0.72675 1.54236 0.00
C -0.84333 3.59277 3.15474 0.00
C -1.09957 -3.25103 1.42242 0.04
C -1.65550 -3.26626 -1.61889 0.00
C 0.64711 4.30038 -0.41437 0.00
C -6.70972 1.85150 0.11029 0.00
C -2.25678 2.02467 -4.20971 0.00
C -0.33410 1.79471 -2.25467 0.00
C -1.30499 3.32618 1.89180 0.00
C -4.58585 2.96247 -0.09446 0.00
C -1.38743 -5.13982 -3.11340 0.00
C -4.57109 -1.76056 0.16276 0.00
C -4.70150 0.60402 0.10445 0.00
C -0.29409 -2.55659 2.34719 0.05
C 2.50757 4.60730 1.74885 0.00
C -0.49154 2.48387 3.98946 0.00
C -2.06739 -2.49115 -2.71141 0.00
C -2.63693 2.04491 -2.87225 0.00
C -5.95652 -1.89687 0.17417 0.00
C -3.66634 -2.83526 0.07769 -0.01
C 2.79369 3.48346 -0.88484 0.00
H 0.04907 -1.53563 2.14694 -0.10
H -2.32573 -1.44627 -2.56212 0.00
H -1.67678 4.16114 1.29886 0.00
H 3.52807 4.52733 2.12497 0.00
H -8.28034 -1.64362 1.60246 0.00
H -8.45296 -1.65181 -0.93366 0.00
H -4.01808 3.87889 -0.20585 0.00
H 3.47919 5.54373 -1.37598 0.00
H -0.25297 4.12830 0.16195 0.00
H -0.21102 -4.84898 4.85859 0.00
H 1.07938 1.65407 -3.84174 0.00
H 2.97398 6.37826 0.78361 0.00
H 1.00458 3.02362 1.90098 0.00
H 0.61207 -2.59174 4.26674 0.00
H -2.22543 -5.06330 1.12515 0.00
H -3.02475 2.11761 -4.97031 0.00
H -8.37250 0.12371 1.59784 0.00
H -7.30144 -0.71889 -1.90008 0.00
H 1.31831 6.36276 -0.91255 0.00
H -6.02462 -5.27181 -0.13530 0.00
H -7.52668 -3.35413 0.11856 0.00
H -0.42957 0.39417 4.27323 0.00
H 3.51838 2.69633 -0.69486 0.00
H -0.85618 4.60367 3.54834 0.00
H 1.88899 5.13504 2.47578 0.00
H -8.53502 0.11086 -0.94036 0.00
H -1.44694 -0.06199 2.00870 0.00
H -2.43647 -2.40552 -4.81321 0.00
H -3.61240 -4.95943 -0.25311 0.00
H -0.64990 1.87354 -5.63135 0.00
H -1.66298 -6.07166 3.25197 0.00
H -6.48031 3.97472 -0.03858 0.00
H -0.22668 2.67670 5.02659 0.00
H -1.82267 -4.79232 -5.18344 0.00
H 2.52959 3.41750 -1.94154 0.00
H -7.02411 -0.68908 2.40476 0.00
H -1.11420 -6.17755 -3.26382 0.00
H 0.61076 6.19346 0.70941 0.00
H -1.00483 -5.22020 -1.00637 -0.01
H -3.68890 2.13007 -2.62780 0.00
H 0.44524 1.67015 -1.49857 0.01
H 0.38076 4.22792 -1.46983 0.00
H 4.43603 4.73441 -0.11589 0.00
H 2.60173 2.43385 1.54447 0.00
H -7.79092 1.91079 0.16039 0.00
```

Computed properties:
charge = -1
spin multiplicity = 2
strongest force on any atom = 0.1679 Eh/bohr
LUMO level (alpha / beta) = 1.27 / 1.27 eV
HOMO-LUMO gap (alpha / beta) = 4.1 / 4.1 eV